(1)
79
Properties=species:S:1:pos:R:3:forces:R:3 method="wB97M-V/def2-TZVPD" total_charge=+1 e_homo_ev="-10.57 / -10.55" gap_ha="0.19560 / 0.19312" e_lumo_ev="-5.25 / -5.30" de_lowest_kj_mol=93.7 max_force_ev_per_a=1.9
Mo -0.877 0.863 -0.023 1.062 -1.235 -0.472
O 2.416 2.147 -1.871 -0.119 0.060 -0.177
As 1.588 0.698 -2.415 0.822 0.333 -0.378
O 2.667 -0.428 -2.807 0.163 -0.498 -0.315
O 0.567 0.157 -1.158 0.420 -0.268 0.040
C 0.601 1.422 -3.906 0.193 0.048 0.166
C 0.968 1.012 -5.176 0.001 -0.076 0.266
C 0.415 1.652 -6.280 -0.091 0.102 -0.077
C -0.456 2.720 -6.115 0.128 -0.094 -0.083
C -0.832 3.130 -4.842 0.011 0.179 0.223
C -0.292 2.476 -3.750 0.030 -0.275 0.067
S -1.072 2.618 -2.185 -0.695 0.855 -1.267
O -1.691 1.252 -2.068 0.295 0.077 0.423
O -2.013 3.689 -2.196 0.285 0.143 -0.500
O -0.123 2.681 -1.034 0.200 -0.100 -0.182
H 3.368 1.964 -1.928 -0.093 -0.024 0.061
H 1.667 0.190 -5.275 0.043 0.050 -0.089
H 0.666 1.313 -7.276 0.038 0.029 -0.002
H -0.859 3.226 -6.981 -0.024 -0.004 0.004
H -1.538 3.935 -4.686 -0.035 -0.036 -0.042
Se -3.003 1.108 5.804 -0.197 -0.134 -0.655
Sb -3.678 0.095 3.792 -0.421 0.108 1.016
Se -2.640 2.344 0.225 -1.474 0.771 1.007
Se -1.644 -0.074 1.893 0.965 -0.276 -0.768
Se -3.926 2.113 2.035 -1.205 0.490 1.181
C 0.621 3.280 2.081 0.045 -0.099 -0.104
P 1.023 1.578 1.571 0.222 0.264 0.542
C 2.738 1.578 0.982 -0.090 -0.128 -0.076
C 3.588 2.639 1.277 -0.071 0.015 -0.005
C 4.941 2.546 0.985 -0.003 0.040 0.006
C 5.454 1.394 0.408 0.026 0.016 -0.001
C 4.605 0.346 0.079 -0.003 -0.040 0.047
C 3.252 0.437 0.364 0.067 -0.053 0.098
C 1.211 0.682 3.154 -0.205 -0.115 -0.196
C 2.015 -0.456 3.219 0.006 0.006 0.043
C 2.087 -1.199 4.387 0.013 0.005 -0.040
C 1.367 -0.808 5.504 -0.060 -0.045 0.103
C 0.577 0.329 5.451 -0.085 0.109 -0.085
C 0.483 1.067 4.279 0.126 0.003 0.058
H 1.290 3.604 2.878 0.007 -0.008 0.002
H -0.406 3.306 2.446 -0.006 0.001 -0.031
H 0.710 3.943 1.221 -0.042 -0.024 -0.025
H 3.213 3.542 1.738 -0.010 -0.003 -0.003
H 5.592 3.377 1.221 0.021 -0.020 0.010
H 6.517 1.309 0.224 -0.011 0.032 -0.075
H 4.990 -0.546 -0.396 -0.016 0.011 -0.028
H 2.608 -0.387 0.083 -0.022 0.022 0.039
H 2.610 -0.760 2.370 -0.003 -0.005 -0.030
H 2.715 -2.080 4.422 0.004 0.006 0.014
H 1.416 -1.387 6.416 0.035 0.010 -0.002
H 0.009 0.653 6.312 0.026 -0.042 0.068
H -0.152 1.943 4.274 -0.033 -0.017 -0.065
C -1.583 -1.528 -2.735 0.015 0.200 0.037
P -1.592 -1.385 -0.923 -0.475 -0.616 -0.036
C -3.287 -1.806 -0.423 0.078 0.147 0.323
C -4.297 -0.897 -0.747 0.110 -0.078 -0.154
C -5.529 -0.965 -0.117 0.018 0.028 0.024
C -5.756 -1.933 0.853 0.006 0.023 0.043
C -4.778 -2.875 1.138 0.001 -0.022 0.055
C -3.544 -2.812 0.508 0.072 0.079 -0.054
C -0.528 -2.747 -0.376 -0.011 0.091 0.113
C 0.520 -2.548 0.517 0.070 -0.021 0.022
C 1.340 -3.602 0.889 -0.063 -0.010 -0.022
C 1.109 -4.869 0.377 0.050 0.007 0.014
C 0.047 -5.082 -0.491 -0.030 -0.091 -0.065
C -0.768 -4.030 -0.870 0.026 0.098 0.016
H -1.824 -2.557 -2.996 0.001 -0.016 0.025
H -0.598 -1.280 -3.127 -0.016 -0.013 0.018
H -2.329 -0.863 -3.166 0.023 0.005 0.010
H -4.099 -0.124 -1.481 -0.062 0.095 0.066
H -6.299 -0.244 -0.356 0.004 0.010 -0.014
H -6.687 -1.935 1.406 -0.049 -0.089 -0.110
H -4.960 -3.643 1.879 -0.021 0.001 -0.022
H -2.772 -3.529 0.758 -0.011 0.025 0.072
H 0.708 -1.571 0.938 -0.010 0.021 -0.057
H 2.153 -3.428 1.581 0.016 -0.019 -0.013
H 1.755 -5.693 0.651 -0.022 -0.007 0.025
H -0.147 -6.074 -0.879 0.009 0.002 0.005
H -1.605 -4.216 -1.533 0.031 -0.018 -0.034

(2)
104
Properties=species:S:1:pos:R:3:forces:R:3 method="wB97M-V/def2-TZVPD" total_charge=0 e_homo_ev=-9.44 gap_ha=0.31346 e_lumo_ev=-0.91 de_lowest_kj_mol=173.9 smiles="O=[N+]([O-])c1ccccc1.O=[N+]([O-])c1ccccc1.O=[N+]([O-])c1ccccc1.O=[N+]([O-])c1ccccc1.ClCCCl.ClCCCl.ClCCCl.ClCCCl.ClCCCl.ClCCCl" max_force_ev_per_a=3.5
O -1.374 -0.733 2.909 -0.576 -1.498 1.799
N -1.902 -1.608 3.631 -0.350 0.255 -1.447
O -1.525 -1.973 4.731 -0.178 0.483 -1.047
C -3.133 -2.277 3.026 -0.381 -0.229 0.890
C -3.914 -3.139 3.821 -0.747 -0.356 -0.876
C -5.075 -3.716 3.249 1.275 0.861 -0.018
C -5.459 -3.373 1.949 -0.193 -1.225 1.299
C -4.680 -2.541 1.190 -0.789 0.368 0.228
C -3.543 -1.977 1.730 0.743 0.470 -0.280
H -3.731 -3.416 4.849 0.601 0.309 -0.023
H -5.640 -4.424 3.836 -0.134 0.079 0.012
H -6.372 -3.827 1.594 -0.052 0.149 -0.366
H -5.108 -2.231 0.248 0.573 0.044 -0.322
H -3.008 -1.297 1.084 0.382 0.157 0.317
O -2.046 -1.646 -3.148 0.098 2.397 -0.208
N -1.769 -0.434 -3.290 0.621 -1.952 -0.274
O -0.996 0.188 -2.590 -0.136 -0.265 0.448
C -2.268 0.287 -4.447 -0.685 1.235 -1.493
C -3.232 -0.234 -5.284 -0.264 -1.492 0.724
C -3.783 0.485 -6.307 -1.124 0.618 -0.445
C -3.496 1.825 -6.493 0.757 0.039 0.204
C -2.513 2.379 -5.684 0.280 -0.425 -0.215
C -1.856 1.594 -4.742 -0.243 0.398 1.477
H -3.656 -1.212 -5.106 0.281 -0.209 0.156
H -4.606 0.046 -6.851 0.116 -0.174 -0.224
H -3.974 2.439 -7.242 -0.188 -0.130 -0.042
H -2.243 3.418 -5.803 0.146 0.022 0.089
H -1.173 2.087 -4.066 0.368 -0.118 -0.142
O 1.643 2.483 -4.365 1.379 -1.182 0.684
N 2.082 3.577 -4.075 -1.998 1.388 -0.827
O 1.449 4.561 -4.444 0.775 0.561 0.288
C 3.251 3.832 -3.208 0.026 -1.116 -0.981
C 3.962 2.716 -2.768 -0.479 -0.043 0.359
C 4.933 2.909 -1.821 0.520 1.951 0.479
C 5.220 4.237 -1.413 -0.145 -0.011 0.458
C 4.489 5.354 -1.854 0.586 -1.561 -1.244
C 3.568 5.133 -2.875 -0.536 0.558 1.565
H 3.737 1.694 -3.034 -0.411 0.106 -0.354
H 5.422 2.088 -1.319 0.177 -0.029 -0.321
H 6.011 4.376 -0.690 0.001 0.039 0.204
H 4.607 6.391 -1.577 0.526 -0.199 0.463
H 3.020 6.033 -3.114 -0.425 -0.495 -0.823
O -3.678 -5.790 -1.028 0.838 1.472 -0.721
N -3.030 -5.889 -0.005 -1.275 -0.322 0.753
O -3.220 -6.824 0.721 0.425 -1.370 1.641
C -2.072 -4.894 0.484 2.559 1.954 -1.275
C -1.671 -3.908 -0.443 0.123 0.253 0.562
C -0.585 -3.075 -0.162 -0.798 0.281 -0.458
C 0.192 -3.191 0.986 -0.152 0.517 -1.054
C -0.147 -4.137 1.888 -1.977 -1.817 0.739
C -1.296 -4.974 1.659 -0.014 -0.562 -0.473
H -2.198 -3.740 -1.370 -0.123 -0.189 -0.035
H -0.417 -2.268 -0.859 0.239 -0.012 -0.167
H 1.058 -2.569 1.156 0.007 0.135 -0.081
H 0.448 -4.239 2.783 -0.170 -0.284 0.168
H -1.560 -5.803 2.299 0.220 0.108 0.450
Cl -0.985 1.081 6.188 -0.495 -0.071 -0.014
C -2.132 2.161 5.330 1.260 1.603 0.223
C -1.522 2.632 3.999 -1.159 -0.460 -0.102
Cl -0.067 3.638 4.228 0.244 -0.372 0.123
H -2.127 3.095 5.892 -0.260 -0.215 0.518
H -3.151 1.775 5.365 0.311 -0.326 -0.591
H -2.207 3.337 3.528 -0.193 -0.371 -0.036
H -1.341 1.791 3.330 0.323 0.219 -0.052
Cl 1.175 -2.510 -3.167 0.763 0.115 -0.415
C 1.845 -1.399 -4.435 0.157 -0.539 -0.793
C 3.321 -1.625 -4.923 -0.922 0.612 0.399
Cl 4.439 -1.147 -3.653 0.584 -0.041 0.767
H 1.633 -0.409 -4.030 0.608 0.069 -0.182
H 1.185 -1.541 -5.290 0.046 -0.022 -0.038
H 3.591 -0.946 -5.732 -0.677 0.094 -0.123
H 3.602 -2.615 -5.282 -0.529 -0.153 0.413
Cl 8.710 -0.095 3.031 0.153 0.265 -0.204
C 6.970 -0.223 3.447 -0.126 -0.381 -1.309
C 6.087 -0.158 2.155 0.309 -0.526 0.384
Cl 6.227 -1.673 1.165 0.235 0.289 0.273
H 6.770 0.583 4.154 -0.192 -0.265 -0.210
H 6.942 -1.220 3.886 -0.628 0.313 0.209
H 6.367 0.651 1.481 0.122 0.025 0.294
H 5.013 -0.124 2.337 0.206 0.270 0.522
Cl -3.993 1.919 1.744 -0.179 0.431 -0.563
C -4.299 2.815 0.178 -0.045 -0.950 -0.208
C -3.771 1.992 -1.025 0.770 0.686 0.499
Cl -4.367 0.336 -0.957 -0.219 -0.392 -0.305
H -3.824 3.787 0.310 -0.032 -0.152 -0.324
H -5.382 2.898 0.092 0.128 0.173 0.150
H -2.682 1.937 -1.029 -0.063 -0.054 0.289
H -4.006 2.395 -2.009 -0.540 0.266 0.259
Cl 3.381 0.567 -0.021 -0.235 -0.202 0.180
C 1.669 0.740 -0.435 -1.426 0.448 -0.658
C 0.764 0.689 0.767 0.915 -0.391 1.976
Cl -0.965 0.915 0.522 0.029 0.204 -0.615
H 1.359 -0.008 -1.164 0.354 -0.057 -0.048
H 1.487 1.732 -0.850 0.461 -0.034 -0.419
H 1.073 1.460 1.473 -0.027 0.258 -0.114
H 0.871 -0.221 1.358 -0.048 -0.213 -0.383
Cl 2.433 -1.133 3.356 0.551 -0.351 0.085
C 1.864 0.195 4.393 0.526 0.731 -0.214
C 2.689 0.440 5.664 0.182 -0.813 0.207
Cl 4.461 0.904 5.393 -1.386 -0.051 -0.115
H 0.809 -0.045 4.519 0.189 0.243 0.695
H 1.934 1.098 3.786 -0.115 -0.005 -0.046
H 2.786 -0.445 6.292 -0.165 -0.089 -0.251
H 2.221 1.200 6.290 0.135 0.243 -0.353

(3)
96
Properties=species:S:1:pos:R:3:forces:R:3 method="wB97M-V/def2-TZVPD" total_charge=-1 e_homo_ev="0.47 / -6.77" gap_ha="0.06214 / 0.32686" e_lumo_ev="2.16 / 2.13" de_lowest_kj_mol=123.8 multiplicity=2 max_force_ev_per_a=6.6
C -19.128 3.380 -5.713 -0.443 0.112 -0.714
C -18.550 2.370 -4.762 0.373 -0.142 0.312
O -18.785 2.401 -3.579 -0.310 0.212 1.240
N -17.746 1.435 -5.302 -0.118 -0.021 -2.428
C -17.067 0.350 -4.651 -0.185 -0.118 1.036
H -19.650 4.176 -5.182 0.237 -0.161 0.102
H -19.861 2.883 -6.347 -0.182 -0.089 -0.029
H -18.403 3.801 -6.409 0.201 0.038 0.204
H -17.809 1.384 -6.309 0.318 0.074 0.108
H -17.727 0.013 -3.851 0.317 -0.068 0.318
H -16.106 0.690 -4.264 -0.039 -0.208 0.187
H -16.876 -0.512 -5.290 -0.112 0.361 -0.332
C -8.849 -4.903 -2.018 -0.683 -1.094 -0.745
C -10.389 -4.885 -1.995 0.378 0.891 0.184
O -11.001 -3.856 -2.327 0.059 -0.678 0.214
N -10.995 -5.988 -1.518 1.464 0.369 -0.650
C -12.389 -6.212 -1.436 -0.815 0.879 0.193
H -8.420 -4.741 -1.029 -0.031 0.308 -0.073
H -8.452 -4.268 -2.810 -0.226 0.539 0.469
H -8.532 -5.893 -2.346 0.045 -0.318 0.293
H -10.437 -6.812 -1.351 0.415 0.017 0.060
H -12.563 -7.253 -1.707 -0.423 0.034 0.254
H -12.932 -5.533 -2.094 0.118 -0.172 -0.401
H -12.735 -5.898 -0.451 -0.266 -0.665 0.298
C -5.936 -3.845 2.007 -0.811 -0.237 0.238
C -7.064 -2.916 1.568 2.635 1.961 -1.663
O -6.785 -1.841 1.039 -0.020 0.062 0.147
N -8.304 -3.287 1.785 -1.155 -0.663 1.020
C -9.484 -2.570 1.292 -0.283 -0.716 -0.270
H -5.786 -3.552 3.046 0.047 -0.707 0.301
H -4.958 -3.778 1.532 -0.466 0.656 -0.460
H -6.287 -4.863 1.835 0.171 -0.284 0.708
H -8.386 -4.242 2.104 -0.616 0.103 -0.042
H -9.796 -3.166 0.434 -0.435 0.495 -0.293
H -9.340 -1.524 1.021 0.655 -0.337 -0.057
H -10.311 -2.564 2.002 0.214 -0.300 0.294
C -11.260 2.671 -0.566 -1.149 1.524 -0.361
C -11.610 1.707 0.494 0.842 -1.350 -0.314
O -11.143 0.594 0.427 0.350 -1.460 0.233
N -12.437 2.065 1.474 -0.631 1.078 1.643
C -12.906 1.239 2.612 -0.498 0.497 -1.256
H -10.559 3.424 -0.208 0.522 -0.361 -0.240
H -12.148 3.267 -0.777 -0.230 0.125 -0.252
H -11.012 2.144 -1.487 0.476 0.151 0.357
H -12.728 3.032 1.479 -0.118 -0.221 0.048
H -12.686 1.664 3.592 0.372 0.051 -0.162
H -12.558 0.209 2.535 0.234 0.264 -0.109
H -13.988 1.263 2.478 -0.137 -0.388 0.366
C -12.114 -0.190 -3.334 0.807 -0.848 0.421
C -12.975 -1.129 -4.165 1.553 1.049 3.016
O -13.719 -0.647 -4.918 -4.232 2.404 -4.476
N -12.890 -2.398 -3.920 0.651 -4.062 1.153
C -13.614 -3.563 -4.496 0.336 0.484 -0.619
H -11.167 -0.199 -3.873 0.242 0.646 0.146
H -11.897 -0.559 -2.332 0.032 -0.184 0.031
H -12.561 0.797 -3.221 0.039 -0.153 -0.522
H -12.081 -2.636 -3.363 -0.111 -0.676 0.344
H -13.347 -3.723 -5.541 0.144 0.171 -0.133
H -14.704 -3.533 -4.496 -0.035 0.741 0.339
H -13.370 -4.502 -3.999 0.460 0.426 0.348
C -15.994 -1.818 -1.376 0.141 0.258 0.217
C -15.476 -1.031 -0.181 0.852 -1.073 0.641
O -16.093 -0.151 0.356 -2.395 2.089 0.139
N -14.354 -1.373 0.489 -0.437 -0.301 -1.038
C -13.331 -2.282 0.139 1.162 -1.200 0.173
H -16.848 -1.290 -1.798 0.284 0.230 -0.030
H -16.400 -2.766 -1.024 0.307 -0.205 0.074
H -15.225 -2.000 -2.127 -0.037 -0.061 -0.009
H -14.221 -0.823 1.326 -0.046 -0.043 -0.281
H -12.493 -1.815 -0.380 0.272 0.128 0.364
H -13.577 -3.145 -0.479 -0.791 0.218 -0.087
H -13.072 -2.739 1.094 0.820 -0.133 -0.201
C -16.713 -4.253 1.688 1.235 0.151 0.858
C -15.774 -5.241 1.014 0.828 0.471 0.453
O -14.567 -5.256 1.270 -1.006 0.034 -0.218
N -16.346 -6.117 0.180 0.356 -1.240 -0.945
C -15.564 -7.080 -0.625 -0.103 0.295 -0.413
H -16.000 -3.712 2.311 -0.278 0.405 0.042
H -17.363 -4.742 2.413 -0.319 -0.056 -0.334
H -17.226 -3.529 1.054 -0.126 -0.333 -0.169
H -17.290 -5.941 -0.131 0.177 -0.070 0.183
H -16.121 -8.008 -0.751 -0.082 0.140 -0.025
H -14.564 -7.341 -0.276 -0.390 0.329 0.887
H -15.338 -6.646 -1.599 -0.300 -0.049 -0.280
C -19.074 -1.562 3.464 -0.618 0.339 -0.117
C -17.718 -1.724 4.095 -0.284 -2.804 1.176
O -17.455 -2.802 4.651 -0.338 0.522 -0.286
N -16.799 -0.776 4.099 1.375 1.888 -0.402
C -16.882 0.520 3.460 -1.373 0.120 -0.401
H -19.054 -1.831 2.408 0.177 0.328 -0.124
H -19.526 -0.581 3.610 0.297 0.249 -0.330
H -19.793 -2.248 3.911 0.470 -0.224 0.237
H -15.955 -0.937 4.629 -0.305 -0.527 -0.035
H -17.500 1.187 4.061 0.308 0.404 0.251
H -17.440 0.424 2.529 0.361 -0.030 -0.212
H -15.915 0.964 3.226 -0.135 -0.289 0.214